{
  "formula": "C63H46BrN4O20",
  "method": "ωB97M-V/def2-TZVPD",
  "total_energy_ev": -183005.152,
  "charge": 1,
  "spin_multiplicity": 1,
  "elements": ["Br", "O", "O", "O", "O", "O", "O", "O", "O", "O", "O", "O", "O", "O", "O", "O", "O", "O", "O", "O", "O", "N", "N", "N", "N", "C", "C", "C", "C", "C", "C", "C", "C", "C", "C", "C", "C", "C", "C", "C", "C", "C", "C", "C", "C", "C", "C", "C", "C", "C", "C", "C", "C", "C", "C", "C", "C", "C", "C", "C", "C", "C", "C", "C", "C", "C", "C", "C", "C", "C", "C", "C", "C", "C", "C", "C", "C", "C", "C", "C", "C", "C", "C", "C", "C", "C", "C", "C", "H", "H", "H", "H", "H", "H", "H", "H", "H", "H", "H", "H", "H", "H", "H", "H", "H", "H", "H", "H", "H", "H", "H", "H", "H", "H", "H", "H", "H", "H", "H", "H", "H", "H", "H", "H", "H", "H", "H", "H", "H", "H", "H", "H", "H", "H"],
  "positions_angstrom": [[-4.14362, -0.64244, -2.91624], [-9.37320, -8.31452, 11.11781], [-8.95039, -3.91889, 8.19907], [-5.86396, -5.99001, 0.67898], [6.58847, 3.44003, -5.95565], [4.60835, 6.80271, 1.66093], [-4.41231, -5.59284, 6.35785], [1.88450, 3.28276, -4.50657], [-2.26512, 0.03642, -4.93181], [1.88159, 0.46277, -1.20904], [1.76462, 9.50279, -0.64356], [5.87979, -2.47805, 0.62917], [1.97054, 4.24036, -1.17877], [9.93825, 8.33259, -9.31085], [9.57489, 5.57961, -4.80204], [5.41770, 3.82142, -0.80361], [-1.63656, -5.23807, -2.41272], [-8.38716, -3.77383, 3.36949], [3.48073, 3.83989, 5.89701], [4.28220, -3.65462, -1.65685], [0.21815, -5.69950, 1.04963], [-7.74730, -2.88352, -1.34585], [-5.12848, -0.60567, -1.35119], [-6.85792, -1.39153, 0.00402], [-6.70342, -2.29313, -2.00965], [-0.88726, 1.32305, -3.52771], [-9.67372, -6.15395, 8.32310], [-4.86507, -5.84538, 0.00545], [7.09627, 3.66386, -2.44971], [4.35469, 6.13080, 2.63743], [-3.52830, -4.33177, -1.37949], [1.93072, 5.45122, -1.06248], [-9.27639, -7.30929, 10.45169], [4.15989, 4.66423, 2.51462], [-5.53555, -5.67062, 4.29119], [3.87431, 3.91927, 3.57889], [-5.32377, -5.17847, 5.67712], [6.32443, 3.53083, -4.77380], [-7.79837, -2.31143, -0.13477], [3.16600, 6.25411, -0.90389], [10.78940, 7.94067, -7.15254], [-2.85638, -6.75759, -1.06484], [-8.54703, -4.97279, 10.26525], [-7.27186, -3.69993, 5.44547], [3.23678, -3.93796, 0.43321], [-8.65149, -6.07783, 10.99833], [2.80835, -0.20115, -0.79182], [-3.91442, -6.94723, -0.27616], [-6.53775, -5.21411, 3.54551], [-0.60020, 1.27172, -6.04683], [4.91849, 3.61370, -4.30884], [-4.57617, -4.52269, -0.58928], [9.65412, 6.20732, -5.83923], [-7.47943, -4.19339, 4.06447], [1.15776, -5.23771, 0.43480], [-6.27203, -4.15852, 6.19377], [5.69003, 3.73962, -1.98650], [-9.04895, -4.92538, 8.87080], [1.28229, -5.43874, -1.02818], [4.38187, -0.70525, 1.01893], [3.37807, 0.03503, 0.55646], [8.81266, 6.66025, -8.09607], [0.16116, 2.13129, -3.42073], [3.40183, -1.28796, -1.60899], [4.22357, 6.73485, 3.98563], [3.11479, 7.57702, -0.76891], [2.21510, -4.44959, 1.11501], [0.91493, 2.56899, -4.62147], [-2.58861, -5.43681, -1.69151], [1.81993, 8.29979, -0.77175], [0.63448, 6.17280, -1.07252], [2.30142, -4.92645, -1.71242], [7.39434, 3.56608, -3.74343], [8.71936, 5.96557, -6.96501], [4.62292, 3.70962, -3.01598], [-1.33944, 0.82442, -4.84281], [4.40452, -2.03120, -1.14871], [-9.77892, -7.25969, 9.05459], [-8.75314, -2.61136, 0.95886], [3.93844, 5.98802, 5.04904], [0.58191, 7.49389, -0.93808], [4.97290, -1.79809, 0.20394], [0.44648, 2.08697, -5.94625], [10.69715, 7.24671, -6.02177], [9.85348, 7.70195, -8.28041], [3.74114, 4.52077, 4.92952], [-6.17839, -1.39468, -1.16931], [3.35822, -4.13262, -1.03483], [-7.97198, -2.95799, 5.80653], [1.01008, 2.41886, -6.80889], [-10.23056, -8.16723, 8.67504], [-0.35143, 8.04271, -0.93962], [-4.13708, -7.90414, 0.17773], [0.52896, 2.49127, -2.46653], [3.72765, 2.84854, 3.51582], [4.15168, 3.58253, -5.06946], [-0.25435, 5.56516, -1.19045], [-4.83493, -6.41435, 3.93192], [-5.27690, -3.73170, -0.34849], [-8.09603, -4.06472, 10.64456], [4.81174, -0.55337, 2.00087], [4.02059, -3.35982, 0.90779], [-2.15366, -7.54867, -1.29148], [2.40755, -5.05578, -2.78192], [7.85814, 3.69001, -1.68097], [-6.71390, -5.55228, 2.53569], [-8.35211, -3.59787, -1.71073], [-4.90146, 0.00808, -0.58738], [11.54142, 8.70392, -7.30630], [4.09965, 5.70838, -0.89710], [-6.41143, -2.52999, -2.94414], [-10.03414, -6.09521, 7.30375], [4.37117, 7.80548, 4.04924], [-8.79606, -1.74933, 1.60091], [8.41252, 3.51041, -4.09981], [8.14224, 6.50071, -8.93083], [-3.31490, -3.37171, -1.82976], [3.83713, 6.40609, 6.04231], [11.36894, 7.40402, -5.18751], [2.93068, 0.83454, 1.13323], [3.60116, 3.76690, -2.66145], [-8.29162, -6.13517, 12.01752], [-9.72651, -2.83916, 0.53793], [7.97109, 5.19801, -6.81422], [0.49654, -6.01365, -1.49865], [-6.10249, -3.81316, 7.20549], [-1.43763, 0.97603, -2.66293], [2.96975, -1.44261, -2.58999], [4.26603, 4.24610, 1.51924], [-8.40784, -3.46975, 1.52977], [2.10500, -4.31761, 2.18391], [4.84467, -2.83450, -1.72664], [-0.94973, 0.88866, -6.99698], [4.00048, 8.18384, -0.64264]],
  "forces_ev_per_angstrom": [[0.2110, 0.3832, 0.1873], [-0.0001, -0.0177, 0.0016], [0.0480, 0.0414, -0.0495], [-0.0348, -0.2506, -0.0945], [0.0184, 0.0165, -0.0177], [0.1091, 0.1094, 0.1059], [-0.0251, 0.0050, -0.0255], [0.0217, 0.1011, -0.2017], [-0.3119, -0.1250, -0.0777], [-0.2565, 0.4311, -0.0317], [-0.0241, 0.0224, 0.0027], [0.3284, 0.0804, 0.0803], [-0.1610, 0.0133, 0.0130], [-0.0015, 0.0113, -0.0113], [-0.0122, 0.0173, -0.0538], [0.0893, -0.0290, 0.0516], [-0.0396, -0.1628, -0.0313], [0.0027, -0.2031, 0.5282], [-0.0216, -0.0178, 0.0251], [-1.3042, -12.5762, -2.2704], [-0.3039, -0.0862, 0.1340], [-0.0906, 0.1844, 0.6506], [-0.2461, -0.5756, -0.7449], [0.3931, -0.0859, -0.7171], [0.2887, 0.1198, -0.5062], [-0.0854, 0.0105, -0.0565], [-0.0111, -0.0440, -0.0018], [0.0500, 0.0665, -0.0902], [0.0118, -0.0296, -0.0187], [0.0146, -0.0900, -0.0372], [-0.1029, 0.1190, -0.0460], [0.0532, 0.0188, 0.0141], [-0.0017, -0.0218, 0.0314], [-0.0147, -0.1030, -0.0326], [-0.0280, 0.0174, -0.0393], [0.0043, 0.0430, -0.0462], [0.0478, -0.0042, 0.0626], [0.0009, 0.0326, 0.0687], [-0.1524, 0.4313, 0.6487], [-0.0296, 0.0488, -0.1391], [0.0216, -0.0109, 0.0571], [-0.1020, 0.0086, 0.0059], [0.0096, -0.0226, 0.0312], [-0.0607, 0.0754, -0.0388], [0.4282, -0.5007, -0.7422], [0.0218, 0.0619, -0.0091], [-0.1148, -1.0385, -0.5089], [0.0178, 0.0143, -0.0371], [-0.1159, 0.0437, 0.0700], [-0.0298, 0.0158, -0.0445], [0.1043, -0.0401, -0.0306], [-0.0037, 0.0880, -0.0607], [0.0580, 0.0165, 0.0267], [0.2380, -0.0896, 0.2827], [0.1965, 0.1293, -0.1554], [-0.0120, 0.0131, -0.0352], [0.0344, -0.0411, -0.0619], [-0.0208, -0.0122, 0.0320], [-0.1205, -0.0899, 0.4043], [-0.0052, 0.1560, -0.0753], [0.1703, 0.0255, 0.0905], [-0.0143, -0.0346, 0.0503], [0.0158, 0.0433, 0.1905], [-0.6680, 1.1685, 0.5397], [-0.0230, 0.0161, 0.0425], [-0.1259, -0.0422, -0.0968], [-0.3858, -0.1963, -0.1218], [-0.0741, -0.0562, 0.1550], [0.1407, 0.0671, 0.1371], [0.0613, 0.0447, -0.0098], [-0.0264, 0.0083, 0.0152], [0.5885, 1.4744, -0.0861], [-0.0276, -0.0924, 0.0789], [-0.0363, -0.0070, -0.0366], [-0.0886, 0.0235, 0.0188], [0.2336, -0.0673, 0.1833], [-0.0582, 9.3669, 1.9043], [-0.0058, 0.0317, -0.0660], [0.0879, -0.2865, -1.3397], [0.0112, 0.0410, -0.0404], [-0.0605, -0.0368, 0.0064], [0.5758, 0.4380, -0.0594], [0.0080, -0.0345, -0.0240], [0.0219, 0.0424, -0.0146], [0.0014, 0.0140, -0.0305], [0.0067, -0.0207, 0.0053], [-0.4245, 0.1167, 1.2029], [-4.1385, -3.0648, 2.6920], [-0.0348, -0.0440, 0.0245], [0.0109, 0.0155, 0.0105], [0.0038, -0.0201, 0.0370], [0.0239, 0.0386, 0.0030], [0.0068, 0.0087, 0.0312], [0.0726, 0.0000, -0.0281], [-0.0026, -0.0079, 0.0464], [0.0085, 0.0247, -0.0349], [0.0200, -0.0269, -0.0050], [0.0070, -0.0015, 0.0303], [0.0611, -0.0764, 0.1253], [-0.0101, 0.0182, -0.0260], [0.0405, -0.0703, 0.0081], [-0.5758, -0.7274, 0.2079], [0.0193, 0.0121, 0.0074], [-0.0015, -0.0292, -0.0344], [-0.0135, 0.0088, 0.0169], [-0.0083, -0.0405, 0.0384], [0.1373, -0.0916, -0.3821], [0.2459, 0.1772, -0.0348], [-0.0114, 0.0064, -0.0369], [-0.0643, -0.0191, 0.0910], [-0.1002, -0.1215, -0.0602], [0.0014, 0.0353, 0.0003], [0.0084, 0.0014, -0.0313], [-0.0661, 0.1763, 0.2597], [0.0064, 0.0522, -0.0501], [0.0162, 0.0207, -0.0200], [0.1322, 0.0210, -0.0560], [-0.0025, -0.0353, 0.0170], [-0.0180, -0.0268, 0.0184], [-0.0314, 0.0072, -0.0110], [0.0657, -0.0598, 0.0283], [-0.0122, -0.0356, 0.0041], [-0.2589, -0.0244, 0.0938], [0.0068, -0.0466, 0.0292], [0.0970, -0.0885, -0.0219], [-0.0008, -0.0191, 0.0068], [0.0159, -0.0111, 0.0025], [0.0600, 0.1861, -0.1526], [0.0355, 0.0459, -0.0137], [-0.0249, 0.0296, -0.0553], [-0.0080, 0.0202, -0.0217], [5.4214, 5.0497, -1.8766], [-0.0326, 0.0009, 0.0112], [0.0094, 0.0050, 0.0407]]
}